Record 1
C21H51F2N7O19S2 | ωB97M-V with the def2-TZVPD basis set

Summary:
E ... -3638.58148 Eh
Energy above the lowest of the compared OMol25 structures with the same formula, charge and spin ... 11.085 eV
LUMO ... -5.9 eV
HOMO energy ... -7.32 eV
Charge ... +2
HOMO-LUMO gap ... 1.383 eV

CARTESIAN COORDINATES (ANGSTROEM)
N  0.9265  -1.5203  -0.5156
S  -0.2246  -1.6126  -1.4594
O  -0.3749  -0.4708  -2.3021
O  -1.3917  -2.2692  -0.9291
F  0.5192  -2.6406  -2.4740
S  0.1913  -0.5982  0.6791
O  -0.7832  -1.2301  1.5519
O  0.1957  0.8129  0.3161
F  1.5047  -0.6055  1.6430
C  -7.8050  2.3927  -0.3498
C  -6.7400  1.3622  -0.4087
O  -5.5329  1.3990  -0.2773
N  -7.3257  0.0077  -0.6526
H  -8.2755  0.2008  -0.9367
H  -6.8595  -0.4504  -1.4226
C  -7.2569  -0.9220  0.5105
H  -8.4939  2.3383  0.4931
H  -8.3765  2.3328  -1.2761
H  -7.3290  3.3733  -0.3397
H  -7.5242  -0.4142  1.4372
H  -6.2606  -1.3586  0.5801
H  -7.9687  -1.7410  0.4062
C  -3.3753  4.2982  -6.3529
C  -4.4786  3.2937  -6.4126
O  -5.5755  3.5501  -5.9818
N  -4.1465  2.0395  -7.2031
H  -3.1742  2.0838  -7.4726
H  -4.2542  1.2173  -6.6264
C  -5.0634  1.9490  -8.4485
H  -2.5452  4.0222  -5.7026
H  -3.8356  5.1217  -5.8070
H  -2.9701  4.7015  -7.2809
H  -5.8810  2.6690  -8.4136
H  -5.3563  0.9056  -8.5654
H  -4.5249  2.2396  -9.3505
C  -0.6615  6.3783  2.7581
C  0.4788  7.2105  3.2805
O  0.4699  8.4269  3.4906
N  1.6774  6.3909  3.6964
H  2.2075  7.0380  4.2624
H  1.4092  5.6324  4.3070
C  2.6927  6.1012  2.5234
H  -0.8930  5.7126  3.5896
H  -0.3406  5.8646  1.8519
H  -1.4687  7.0544  2.4764
H  3.5410  5.4866  2.8247
H  3.0975  7.0794  2.2643
H  2.1497  5.7220  1.6577
C  5.0261  -7.8092  0.1125
C  3.7437  -6.9456  -0.0552
O  2.7808  -7.1980  -0.8213
N  3.7177  -5.7928  0.9206
H  4.6542  -5.4845  1.1395
H  3.3580  -4.9229  0.5546
C  2.9822  -6.0997  2.1942
H  4.7896  -8.6990  0.6960
H  5.8393  -7.2201  0.5364
H  5.3181  -8.1119  -0.8931
H  3.2827  -7.1276  2.3973
H  1.9114  -5.9614  2.0449
H  3.4363  -5.3413  2.8319
C  5.1415  1.2320  8.6618
C  4.6754  -0.0494  9.3682
O  5.4296  -1.0146  9.5470
N  3.2168  -0.2100  9.6962
H  3.2664  -0.5093  10.6595
H  2.6725  0.6384  9.6341
C  2.5730  -1.3389  8.9179
H  4.8890  1.2129  7.6016
H  6.2314  1.2220  8.6689
H  4.7667  2.1605  9.0925
H  2.5082  -1.2133  7.8371
H  1.5402  -1.3495  9.2662
H  3.0540  -2.2852  9.1653
C  4.2883  2.3250  -2.9069
C  5.4558  1.7628  -2.0606
O  6.2520  2.4872  -1.4913
N  5.4330  0.2640  -1.8337
H  5.8133  0.1383  -0.9065
H  4.4912  -0.0745  -1.6970
C  6.3604  -0.4431  -2.8756
H  4.1702  3.4059  -2.8299
H  3.3073  1.8607  -2.8063
H  4.8406  2.1798  -3.8353
H  5.8683  -0.5367  -3.8437
H  6.6364  -1.3991  -2.4306
H  7.3028  0.0950  -2.9782
O  -6.2805  -5.1254  -4.4397
C  -5.4129  -4.2467  -4.8741
O  -4.4354  -4.6217  -5.4812
O  -5.6184  -3.0354  -4.8053
H  -5.8318  -5.8625  -4.8602
O  2.0141  -0.2753  -7.4252
C  1.9324  0.8393  -8.2030
O  0.8063  1.4284  -8.0852
O  2.8257  1.1330  -8.9661
H  1.1362  -0.0159  -7.1362
O  -3.6630  -4.2721  4.8781
C  -3.3299  -5.2502  5.6648
O  -4.1598  -6.0684  6.0588
O  -2.1900  -5.1578  6.1025
H  -2.8105  -3.8914  4.6548

Record 2
C21H51F6O12P4 | ωB97M-V with the def2-TZVPD basis set

Summary:
E ... -3698.11662 Eh
Energy above the lowest of the compared OMol25 structures with the same formula, charge and spin ... 0.000 eV
LUMO ... -0.8 eV
HOMO energy ... -4.26 eV
Charge ... -1
HOMO-LUMO gap ... 3.460 eV

CARTESIAN COORDINATES (ANGSTROEM)
C  2.6888  -8.2503  -0.9040
P  1.3874  -9.5786  -1.3589
F  0.8751  -8.5739  -2.6820
C  0.0611  -8.8822  -0.1490
F  0.5235  -7.8016  0.6653
F  -0.2391  -9.9411  0.7767
C  -1.3339  -8.4742  -0.8073
F  -2.2879  -8.4112  0.2573
F  -1.8345  -9.4766  -1.6610
F  -1.3536  -7.2145  -1.3996
H  3.5467  -8.3868  -1.6586
H  3.1502  -8.3992  0.1258
H  2.3293  -7.1719  -1.0719
H  0.4603  -10.6441  -1.7055
H  2.3796  -10.2134  -2.2286
H  1.8882  -10.3868  -0.2639
O  2.7655  -4.3272  0.3065
P  2.1322  -3.0510  0.8656
O  1.4455  -2.5455  -0.5615
C  0.5817  -3.4317  -1.2667
C  -0.7454  -3.6021  -0.5529
O  3.5397  -2.1622  0.8497
C  4.7604  -2.7897  1.2365
C  5.5972  -3.0992  0.0067
O  1.4063  -1.7340  1.6700
C  1.4392  -0.4155  1.1279
C  0.0504  -0.0056  0.6798
H  1.0624  -4.4000  -1.4231
H  0.4126  -2.9995  -2.2565
H  -0.6015  -3.9111  0.4868
H  -1.3596  -4.3491  -1.0601
H  -1.2976  -2.6592  -0.5355
H  4.5679  -3.6948  1.8179
H  5.3022  -2.0974  1.8872
H  5.0208  -3.6313  -0.7496
H  6.4697  -3.6998  0.2708
H  5.9408  -2.1702  -0.4581
H  2.1499  -0.3138  0.3072
H  1.7695  0.2483  1.9322
H  -0.2516  -0.5582  -0.2119
H  0.0208  1.0595  0.4365
H  -0.6914  -0.2188  1.4535
O  -3.5715  1.2680  -1.2647
P  -4.2373  2.1736  -0.2242
O  -5.6884  1.3625  -0.2618
C  -5.7050  -0.0371  -0.0071
C  -5.4380  -0.3424  1.4544
O  -4.5735  3.3929  -1.3054
C  -3.5877  3.7632  -2.2684
C  -3.9614  3.2084  -3.6326
O  -4.9060  3.1846  0.9737
C  -6.2173  3.7332  0.8451
C  -7.1480  3.0946  1.8570
H  -4.9872  -0.5561  -0.6464
H  -6.6969  -0.4042  -0.2830
H  -4.5091  0.1248  1.7955
H  -5.3687  -1.4207  1.6137
H  -6.2428  0.0449  2.0828
H  -2.5961  3.4215  -1.9642
H  -3.5534  4.8553  -2.3107
H  -4.1887  2.1437  -3.5865
H  -3.1540  3.3648  -4.3506
H  -4.8616  3.7044  -4.0067
H  -6.6210  3.6302  -0.1623
H  -6.1332  4.8029  1.0571
H  -7.3613  2.0577  1.5905
H  -8.0997  3.6295  1.8990
H  -6.6977  3.0828  2.8523
O  2.1692  3.6917  1.4365
P  2.9540  4.6342  0.5187
O  2.8966  5.9583  1.5243
C  3.3618  5.8317  2.8617
C  4.8726  5.7077  2.9186
O  1.6747  4.9697  -0.4888
C  0.7837  3.9165  -0.8531
C  -0.5150  4.0439  -0.0751
O  3.9334  5.5117  -0.5649
C  3.6218  6.8537  -0.9386
C  4.6395  7.8070  -0.3439
H  2.8864  4.9830  3.3588
H  3.0473  6.7298  3.3998
H  5.2294  4.8923  2.2822
H  5.2034  5.5249  3.9434
H  5.3486  6.6244  2.5642
H  1.2454  2.9396  -0.6891
H  0.5824  4.0019  -1.9242
H  -0.3376  4.1525  0.9948
H  -1.1527  3.1730  -0.2390
H  -1.0581  4.9388  -0.3930
H  2.6117  7.1477  -0.6530
H  3.6805  6.8982  -2.0297
H  4.5122  7.8887  0.7372
H  4.5268  8.8074  -0.7683
H  5.6583  7.4542  -0.5201

Record 3
C21H51N3O9 | ωB97M-V with the def2-TZVPD basis set

Summary:
E ... -1670.96067 Eh
Energy above the lowest of the compared OMol25 structures with the same formula, charge and spin ... 29.022 eV
LUMO ... 0.1 eV
HOMO energy ... -6.98 eV
HOMO-LUMO gap ... 7.073 eV

CARTESIAN COORDINATES (ANGSTROEM)
C  -21.7880  -14.2803  -4.9333
O  -21.5476  -14.4534  -6.2683
H  -21.9191  -13.2626  -4.5657
H  -22.7387  -14.7307  -4.6480
H  -20.9807  -14.7618  -4.3815
H  -21.0995  -15.2956  -6.3756
C  -24.6380  -11.6458  -0.6575
O  -25.1959  -10.3415  -0.7981
H  -23.9923  -11.9902  -1.4654
H  -24.0656  -11.7587  0.2632
H  -25.5127  -12.2961  -0.6559
H  -26.0564  -10.5505  -1.1690
C  -24.6588  -13.1061  1.7108
O  -25.8896  -13.3656  2.3197
H  -24.7599  -12.9230  0.6411
H  -23.9808  -12.5022  2.3138
H  -24.2560  -14.1190  1.7081
H  -26.3673  -13.8994  1.6806
C  -25.1292  -12.9633  -4.6025
O  -26.4473  -13.0395  -4.0969
H  -24.3862  -13.0282  -3.8077
H  -25.0677  -13.8171  -5.2773
H  -25.0133  -12.0495  -5.1853
H  -27.0429  -12.4803  -4.6011
C  -26.7618  -14.1866  -2.3138
O  -27.7541  -15.1416  -2.0499
H  -26.2086  -13.8261  -1.4465
H  -26.0462  -14.6721  -2.9772
H  -27.2432  -13.3399  -2.8032
H  -27.4898  -15.5794  -1.2374
C  -27.1704  -16.9254  0.0192
O  -26.8149  -15.4964  -0.1327
H  -26.3726  -17.6200  -0.2435
H  -27.4537  -17.2616  1.0166
H  -28.0138  -17.0684  -0.6563
H  -26.9660  -15.0575  0.7076
C  -24.0330  -17.8346  -1.9018
O  -23.1105  -17.9644  -0.8839
H  -23.6988  -17.0771  -2.6107
H  -24.3044  -18.7351  -2.4530
H  -24.9696  -17.4117  -1.5384
H  -23.8009  -18.0846  -0.2278
C  -25.7769  -17.0630  -3.9682
O  -24.4692  -16.5906  -4.4910
H  -25.9419  -17.1490  -2.8942
H  -26.5530  -16.4767  -4.4602
H  -25.8768  -18.1236  -4.1993
H  -24.1810  -15.7895  -4.0473
C  -21.8213  -16.3237  -2.4329
O  -21.6903  -17.7588  -2.1849
H  -22.5331  -15.9128  -1.7169
H  -20.8481  -15.8342  -2.3959
H  -22.0112  -16.3440  -3.5060
H  -22.5050  -17.9755  -1.7256
N  -20.0786  -11.6997  -2.0791
C  -21.1622  -11.3568  -1.3051
C  -21.5001  -12.2801  -0.3124
C  -20.6130  -13.3137  -0.6081
C  -19.6142  -12.8609  -1.5348
H  -19.6929  -11.2534  -2.8990
H  -21.6173  -10.4193  -1.5884
H  -22.3452  -12.5017  0.3226
H  -20.6190  -14.3005  -0.1693
H  -18.6664  -13.2532  -1.8727
N  -21.1242  -15.8269  0.4967
C  -21.2481  -14.6081  1.1496
C  -22.5326  -14.4603  1.6457
C  -23.2155  -15.5899  1.3692
C  -22.3392  -16.4276  0.6198
H  -20.2714  -16.2018  0.1067
H  -20.3828  -13.9780  1.0058
H  -22.8069  -13.5812  2.2098
H  -24.2116  -15.9410  1.5949
H  -22.4726  -17.4369  0.2593
N  -23.7453  -14.3115  -0.4994
C  -24.5568  -15.3364  -0.8646
C  -24.5184  -15.4827  -2.2683
C  -23.6840  -14.5303  -2.7619
C  -23.2187  -13.7583  -1.6983
H  -23.4676  -14.0468  0.4348
H  -25.1552  -15.7553  -0.0691
H  -25.0185  -16.2032  -2.8984
H  -23.4521  -14.4569  -3.8141
H  -22.5474  -12.9319  -1.5173

Record 4
C21H52BNO7P | ωB97M-V with the def2-TZVPD basis set

Summary:
E ... -1778.86579 Eh
Energy above the lowest of the compared OMol25 structures with the same formula, charge and spin ... 0.537 eV
LUMO ... 2.5 eV
HOMO energy ... -2.80 eV
Charge ... -1
HOMO-LUMO gap ... 5.254 eV

CARTESIAN COORDINATES (ANGSTROEM)
C  1.3894  2.5878  1.7131
C  1.7099  1.0751  1.6971
C  1.1985  0.3383  0.3974
B  -0.1555  -0.5517  0.6354
N  -1.0996  0.2204  1.6087
C  0.0838  -2.0601  1.2686
C  1.5399  -2.4236  1.6840
C  2.4892  -2.8791  0.5294
C  1.7986  -3.2091  -0.8145
O  2.7353  -3.9231  -1.6397
P  -1.2095  -0.8140  -1.0415
C  -0.2795  -0.2375  -2.5699
C  -2.8391  0.1188  -0.9757
H  1.4652  3.0718  0.7336
H  2.1463  3.0798  2.3577
H  0.4283  2.7708  2.2159
H  2.8134  0.9790  1.6655
H  1.3783  0.5441  2.5955
H  2.0246  -0.1887  -0.1098
H  0.9178  1.1666  -0.2925
H  -1.3505  1.1285  1.2385
H  -1.9317  -0.3266  1.7828
H  -0.5152  -2.1038  2.2059
H  -0.3778  -2.8241  0.6175
H  1.4720  -3.2792  2.3870
H  2.0461  -1.6250  2.2416
H  3.2041  -2.0585  0.3275
H  3.0947  -3.7468  0.8274
H  0.9551  -3.8874  -0.6641
H  1.5042  -2.2769  -1.3082
H  3.3742  -3.3112  -1.9877
H  0.2575  0.7216  -2.4598
H  -1.0361  -0.0601  -3.3628
H  0.3726  -1.0196  -2.9799
H  -3.2760  0.0702  -1.9930
H  -2.7213  1.1964  -0.7555
H  -3.5373  -0.3934  -0.3085
C  8.2334  0.5427  5.4148
O  8.1542  1.0462  4.0996
C  7.3996  0.2081  3.2326
C  6.6835  1.0238  2.1705
O  5.5465  1.7367  2.6398
C  5.7684  2.8435  3.5029
C  6.3790  4.0584  2.8253
O  7.7568  3.8532  2.5415
C  8.1708  4.4826  1.3479
H  8.8645  -0.3526  5.4483
H  8.6764  1.3169  6.0406
H  7.2379  0.3103  5.8079
H  6.6607  -0.3691  3.7979
H  8.0993  -0.4834  2.7468
H  6.2881  0.3215  1.4325
H  7.3699  1.6830  1.6384
H  6.3348  2.5486  4.3863
H  4.7732  3.1308  3.8516
H  6.2988  4.9236  3.4945
H  5.8200  4.2686  1.9075
H  7.5184  4.2073  0.5123
H  9.1793  4.1370  1.1237
H  8.1779  5.5707  1.4683
C  -6.8797  -3.2022  -1.4974
O  -7.4110  -1.9668  -1.9297
C  -6.4000  -1.0244  -2.2689
C  -6.8699  -0.1068  -3.3830
O  -6.8958  -0.7079  -4.6763
C  -7.8839  -1.6982  -4.9277
C  -9.3005  -1.1611  -5.0484
O  -9.8229  -0.7953  -3.7800
C  -10.6842  0.3208  -3.8407
H  -6.4046  -3.0962  -0.5168
H  -7.7051  -3.9101  -1.4216
H  -6.1553  -3.5935  -2.2192
H  -5.4838  -1.5330  -2.5850
H  -6.1864  -0.4302  -1.3733
H  -6.1425  0.7043  -3.4636
H  -7.8289  0.3547  -3.1463
H  -7.8225  -2.5098  -4.2030
H  -7.6149  -2.1240  -5.8983
H  -9.9483  -1.9415  -5.4662
H  -9.2967  -0.3029  -5.7294
H  -10.2058  1.1580  -4.3606
H  -10.8982  0.6296  -2.8185
H  -11.6202  0.0586  -4.3447

Record 5
C21H52Cu2F2N3Ni2O17PS2 | ωB97M-V with the def2-TZVPD basis set

Summary:
E ... -9909.89720 Eh
Spin multiplicity ... 5
LUMO (alpha / beta) ... -0.4 / -0.4 eV
HOMO energy (alpha / beta) ... -8.12 / -8.11 eV
HOMO-LUMO gap (alpha / beta) ... 7.752 / 7.747 eV

CARTESIAN COORDINATES (ANGSTROEM)
Ni  -1.9846  0.6219  -3.6135
Ni  0.0072  -2.5836  -0.9439
Cu  -0.1646  2.9319  -2.1454
Cu  -3.3286  -0.0361  1.0132
O  -0.7633  -0.8006  -4.3545
P  -0.1679  -2.1437  -4.2234
O  0.3894  -2.6173  -2.9336
F  0.9031  -2.3697  -5.2971
F  -1.1979  -3.1862  -4.7137
S  -0.1780  0.4424  -0.8012
O  -0.7336  0.5249  -2.1467
O  0.6570  1.6609  -0.6458
O  -1.2379  0.3805  0.1925
O  0.6847  -0.7567  -0.7531
S  -3.2577  -1.7648  -1.7345
O  -3.9188  -1.3521  -0.4764
O  -1.8648  -2.2378  -1.4709
O  -4.0134  -2.8306  -2.3531
O  -3.1392  -0.6306  -2.7054
C  -4.3642  3.1914  -2.9718
C  -2.9577  3.6205  -3.3011
C  -2.4621  4.8531  -2.5710
O  -1.9997  2.5899  -3.2993
H  -5.0861  3.8613  -3.4363
H  -4.5254  3.0853  -1.8952
H  -4.5688  2.1875  -3.3570
H  -2.9841  3.9066  -4.3706
H  -1.4289  5.0594  -2.8567
H  -2.4970  4.7101  -1.4794
H  -3.1493  5.6843  -2.7378
C  -5.8121  1.5391  0.1508
O  -4.9283  1.7302  1.2420
C  -3.9401  2.7009  0.9910
C  -3.0855  2.8093  2.2220
N  -2.4150  1.4913  2.4212
C  -2.0728  1.2032  3.8016
C  -3.2441  0.9320  4.7225
O  -2.7480  0.9332  6.0516
C  -2.9107  -0.3052  6.7088
H  -5.4316  0.8244  -0.5875
H  -6.0329  2.4770  -0.3692
H  -6.7581  1.1591  0.5343
H  -4.3444  3.6774  0.6942
H  -3.2997  2.3652  0.1574
H  -3.6325  3.0807  3.1224
H  -2.3175  3.5811  2.0970
H  -1.5578  1.5345  1.8774
H  -1.3871  1.9085  4.2940
H  -1.4505  0.2986  3.8709
H  -3.8233  0.0386  4.4755
H  -3.9844  1.7408  4.6656
H  -2.6394  -0.1743  7.7566
H  -2.2397  -1.0618  6.2853
H  -3.9435  -0.6676  6.6992
C  5.7326  2.5230  -3.4917
O  5.8468  1.2404  -2.9122
C  4.7739  0.9134  -2.0535
C  4.5193  1.8662  -0.9096
N  3.5140  1.2105  -0.0374
C  3.5347  1.7229  1.3356
C  2.1637  1.6864  2.0047
O  2.2760  2.0316  3.3750
C  2.4057  0.9496  4.2640
H  4.8067  2.6115  -4.0798
H  6.5195  2.6434  -4.2358
H  5.8057  3.3066  -2.7354
H  5.0116  -0.0605  -1.6273
H  3.8354  0.7602  -2.6106
H  4.1574  2.8637  -1.1909
H  5.4022  2.0355  -0.2850
H  2.6168  1.4777  -0.4480
H  3.9266  2.7519  1.3883
H  4.2458  1.1232  1.9211
H  1.7541  0.6705  1.9803
H  1.5439  2.4133  1.4842
H  1.4592  0.7861  4.7935
H  3.1536  1.2363  5.0048
H  2.7002  0.0196  3.7696
C  5.1803  -3.5717  2.0991
O  4.0171  -3.5480  1.2956
C  4.2174  -2.9343  0.0412
C  2.8481  -2.5569  -0.5061
N  1.7792  -3.5397  -0.1969
C  1.9042  -4.7317  -1.1116
C  0.5963  -5.5067  -1.0505
O  -0.5038  -4.6321  -1.0588
C  -1.7329  -5.2332  -1.4842
H  6.0429  -3.8827  1.5052
H  5.0039  -4.2620  2.9214
H  5.3595  -2.5868  2.5447
H  4.7642  -3.5965  -0.6492
H  4.8366  -2.0340  0.1283
H  2.8841  -2.3707  -1.5804
H  2.5710  -1.5990  -0.0710
H  2.0577  -3.9040  0.7133
H  2.7659  -5.3133  -0.7896
H  2.0134  -4.3082  -2.1099
H  0.6001  -6.1263  -0.1390
H  0.5569  -6.2270  -1.8724
H  -2.2953  -4.4460  -1.9795
H  -2.2671  -5.6637  -0.6373
H  -1.5734  -6.0268  -2.2184